This record from OMol25 describes one molecule with the formula C5H4O2. The level of theory is wB97M-V/def2-TZVPD.

Total charge: 0
LUMO level (eV): 0.1
HOMO energy (eV): -8.5374
HOMO-LUMO gap (eV): 8.6
Electronic energy (hartree): -343.30000
SMILES: O=C=C/C=C\C=O

Atoms and positions in Å:
O -1.168 -1.997 -0.180
C -0.321 -1.414 0.451
C 0.920 -0.603 0.389
C 0.960 0.708 0.139
C -0.112 1.337 -0.597
C -1.224 0.673 -0.902
O -2.266 0.264 -1.201
H -0.279 -1.446 1.551
H 1.668 -1.100 1.005
H 1.791 1.319 0.488
H 0.033 2.259 -1.144